1.
# C18H40Br6O14S4

A molecular structure, C18H40Br6O14S4 (ωB97M-V/def2-TZVPD, OMol25).

XYZ file:
```
82
Properties=species:S:1:pos:R:3:forces:R:3
O -1.073 1.020 -5.419 -0.754 0.548 -0.183
C -0.118 0.445 -5.026 1.674 -0.982 0.140
O -0.151 -0.866 -4.664 -0.683 -0.237 -0.447
C 1.084 -1.401 -4.158 -0.516 1.563 1.667
C 2.083 -0.215 -4.240 1.020 -0.955 -1.014
C 1.333 0.917 -4.908 -0.182 -0.079 0.359
H 1.293 -2.382 -4.584 0.200 0.427 -0.400
H 0.879 -1.538 -3.096 0.125 -0.552 0.016
H 2.912 -0.473 -4.898 0.152 -0.177 0.149
H 2.544 0.086 -3.299 -0.377 -0.308 0.127
H 1.752 1.042 -5.907 -0.358 0.531 0.005
H 1.429 1.815 -4.297 -0.273 0.244 -0.451
O 2.413 -3.875 0.485 -1.607 -0.178 -1.492
S 1.076 -3.859 -0.111 -1.023 -0.523 1.624
O 0.762 -3.182 -1.377 0.745 -1.496 2.227
O 0.431 -5.440 -0.177 1.698 1.901 -0.687
C 0.943 -6.419 0.767 -0.607 0.435 1.185
C 0.478 -7.765 0.347 0.214 -1.133 -0.766
C -0.084 -3.259 1.220 0.413 -0.619 -1.400
H 0.459 -6.200 1.719 0.177 0.243 0.284
H 2.021 -6.405 0.930 -0.006 0.407 -0.453
H -0.606 -7.877 0.312 0.048 0.300 -0.368
H 0.811 -8.574 0.998 0.218 0.342 0.496
H 0.966 -8.015 -0.595 -0.486 -0.005 -0.355
H -1.050 -3.604 0.853 -0.146 0.469 -0.057
H 0.011 -2.175 1.289 -0.056 -0.213 0.030
H 0.091 -3.775 2.164 0.498 0.105 -0.184
O 7.714 1.672 1.173 -1.814 -0.487 -1.633
S 6.388 1.666 0.549 0.193 0.632 3.176
O 6.073 2.540 -0.557 0.364 -1.252 0.703
O 5.977 0.098 0.241 0.613 1.872 0.008
C 4.586 -0.036 -0.063 -0.560 -1.520 -0.728
C 4.365 -1.313 -0.931 -0.860 0.582 0.392
C 5.201 2.058 2.032 0.388 -0.312 -2.074
H 4.157 0.842 -0.545 0.496 0.187 -0.449
H 4.026 -0.103 0.870 0.050 -0.397 0.189
H 4.444 -2.264 -0.404 0.480 0.237 0.240
H 4.895 -1.368 -1.882 0.386 0.352 0.275
H 3.311 -1.291 -1.205 -0.201 0.026 -0.100
H 5.105 1.201 2.699 0.490 0.091 -0.076
H 4.232 2.257 1.575 0.045 0.178 0.062
H 5.591 2.963 2.498 0.104 -0.262 -0.062
O 2.235 5.890 -0.251 -0.077 -0.887 0.438
S 2.225 4.453 -0.353 -1.386 -0.284 -1.443
O 3.459 3.717 -0.350 -0.994 0.090 0.111
O 1.270 3.752 0.814 -0.017 2.071 -0.711
C 0.108 4.626 1.081 -1.268 -0.149 0.939
C -0.928 3.939 1.990 0.394 0.074 -0.840
C 1.210 4.030 -1.931 1.451 -0.662 1.354
H -0.424 4.877 0.164 0.385 -0.060 -0.290
H 0.326 5.563 1.593 0.991 -0.088 -0.353
H -1.406 3.155 1.401 0.260 -0.577 0.615
H -1.749 4.621 2.213 0.177 0.414 -0.121
H -0.490 3.678 2.953 -0.069 -0.573 -0.211
H 1.943 4.032 -2.738 -0.016 0.536 0.026
H 0.335 4.654 -2.114 0.365 0.114 0.284
H 0.954 2.978 -1.810 -0.245 0.275 0.125
O -7.621 3.115 5.753 0.027 -0.274 -1.833
S -7.405 2.699 4.381 0.155 -0.636 0.578
O -7.880 3.450 3.225 0.733 -0.945 1.548
O -5.763 2.518 4.300 -2.323 0.151 1.020
C -5.255 2.308 3.017 0.372 0.520 -0.926
C -3.767 2.083 3.115 -0.389 -0.775 -0.609
C -7.950 0.919 4.220 0.553 0.893 -0.259
H -5.507 3.165 2.392 0.311 0.314 0.060
H -5.751 1.495 2.488 0.049 -0.509 0.243
H -3.530 1.101 3.525 -0.164 -0.055 0.224
H -3.214 2.818 3.699 -0.178 0.216 -0.416
H -3.514 2.010 2.057 0.828 0.381 0.082
H -8.929 0.856 3.746 -0.032 0.329 0.336
H -7.905 0.452 5.204 -0.110 0.260 -0.087
H -7.257 0.412 3.548 0.106 0.135 0.074
C -0.680 0.336 -0.950 -0.278 0.648 0.341
Br -1.653 1.735 -2.084 1.052 -1.403 1.158
Br -1.542 0.152 0.837 0.310 0.152 -1.212
Br 1.240 0.629 -0.667 -0.949 0.021 -0.224
H -0.735 -0.625 -1.462 -0.267 0.279 0.037
C -2.803 -4.500 -2.824 1.989 -0.387 1.556
Br -3.256 -5.605 -1.100 0.440 1.239 -1.823
Br -0.967 -5.101 -3.524 -1.949 0.382 0.550
Br -2.619 -2.548 -2.376 -0.656 -1.757 -0.524
H -3.556 -4.786 -3.559 0.141 0.537 0.208
```
Positions in Å, forces in eV/Å.

The value obtained for the HOMO-LUMO gap is 9.3 eV. As for the energy relative to the best compared isomer or geometry (same formula, charge and spin): 72.1 kcal/mol. The calculation puts the HOMO energy at -10.50 eV. Its charge is 0. For the total energy, the calculation gives -511570.338 eV.

Formally, the Löwdin partial charges of the atoms, in units of the elementary charge, are as follows: 0.107 -0.515 -0.020 -0.126 -0.156 -0.066 0.127 0.068 0.110 0.069 0.129 0.109 -0.307 0.688 -0.368 -0.311 -0.287 -0.079 -0.101 0.112 0.120 0.079 0.085 0.087 0.050 0.003 0.067 -0.314 0.682 -0.291 -0.250 -0.312 -0.054 -0.072 0.072 0.102 0.067 0.084 0.011 0.062 0.023 0.065 -0.285 0.640 -0.298 -0.285 -0.260 -0.078 -0.110 0.106 0.116 0.030 0.082 0.088 0.061 0.062 -0.068 -0.293 0.682 -0.295 -0.249 -0.330 -0.077 -0.089 0.118 0.111 0.077 0.086 0.034 0.067 0.067 0.046 -1.376 0.615 0.606 0.734 -0.094 -1.281 0.442 0.512 0.560 -0.021

2.
# C18H40CoN5OP3

A molecular structure, C18H40CoN5OP3 (ωB97M-V/def2-TZVPD, OMol25).

XYZ file:
```
68
Properties=species:S:1:pos:R:3:forces:R:3
Co -0.146 0.803 0.832 -2.962 -1.365 -0.127
P 1.234 -0.081 2.214 3.048 -2.909 3.075
P -0.994 2.662 1.678 -1.332 2.888 1.961
P 1.162 1.638 -0.588 2.351 1.438 -3.590
H -1.631 -4.361 -4.840 0.418 0.173 0.093
C -0.548 -4.201 -4.894 0.204 -0.549 -0.083
C 0.311 -4.943 -4.188 -0.268 -0.201 -0.608
H -0.026 -5.740 -3.516 0.120 0.406 -0.171
C 0.666 -1.439 3.285 -0.424 0.008 -0.190
C 1.770 1.184 3.437 -0.479 1.055 -0.240
C 2.835 -0.727 1.624 -0.190 0.081 -0.352
C -2.322 3.322 0.602 0.050 -0.695 -0.514
C -1.901 2.543 3.271 -0.036 -0.594 0.077
C 0.037 4.150 1.993 0.624 -0.142 -0.194
C 2.090 0.452 -1.606 -0.096 -0.609 0.122
C 2.510 2.803 -0.162 -0.110 0.267 0.374
C 0.086 2.454 -1.817 0.046 0.276 0.039
H -0.187 -3.509 -5.665 -0.195 -0.209 0.313
H 1.391 -4.883 -4.377 -0.473 0.008 0.204
H 0.290 -2.236 2.631 0.021 0.017 0.249
H -0.133 -1.090 3.952 0.239 -0.186 -0.089
H 1.502 -1.821 3.883 -0.175 0.210 -0.110
H 0.912 1.571 4.004 0.218 -0.134 -0.160
H 2.270 2.030 2.947 -0.127 -0.200 0.106
H 2.477 0.740 4.149 -0.150 -0.291 -0.328
H 2.634 -1.526 0.903 0.166 0.038 0.118
H 3.388 -1.145 2.476 -0.180 0.186 -0.149
H 3.440 0.058 1.156 -0.054 -0.165 0.049
H -2.633 4.316 0.951 0.214 -0.280 0.076
H -3.178 2.638 0.650 0.141 0.188 -0.114
H -1.975 3.390 -0.435 -0.260 0.126 0.220
H -2.070 3.548 3.685 0.106 -0.265 -0.267
H -1.332 1.953 4.003 -0.211 0.204 -0.079
H -2.877 2.067 3.104 0.266 0.091 0.109
H -0.353 5.001 1.416 0.096 -0.263 0.130
H 1.081 3.984 1.710 -0.223 0.201 0.157
H -0.001 4.404 3.059 0.035 -0.111 -0.281
H 2.931 0.949 -2.105 -0.236 -0.031 0.162
H 1.417 0.044 -2.361 0.135 0.093 0.196
H 2.461 -0.386 -1.005 0.042 0.211 -0.253
H 3.288 2.720 -0.935 -0.331 0.051 0.240
H 2.963 2.555 0.808 -0.075 0.155 -0.267
H 2.135 3.834 -0.145 0.167 -0.235 0.069
H 0.569 2.384 -2.798 -0.126 0.157 0.127
H -0.059 3.509 -1.546 -0.005 -0.237 -0.196
H -0.887 1.946 -1.857 0.232 0.115 -0.109
C 0.146 -2.469 -1.082 0.501 0.298 -0.332
C -0.839 -1.778 -1.887 -0.498 0.440 -0.066
C -0.565 -1.321 -3.156 -0.291 -0.202 0.376
C 0.665 -1.635 -3.754 -0.214 -0.034 -0.326
C 1.577 -2.447 -3.072 0.712 -0.778 0.369
C 1.331 -2.890 -1.798 0.137 -0.250 0.187
O 0.048 -2.606 0.183 0.072 0.984 -0.398
H 0.383 -0.811 0.859 -0.194 0.478 0.574
H -1.810 -1.594 -1.435 0.413 -0.095 -0.237
H -1.309 -0.758 -3.718 0.093 -0.166 0.122
H 0.876 -1.323 -4.774 -0.009 0.021 0.176
H 2.479 -2.786 -3.587 -0.240 0.219 0.199
H 1.992 -3.576 -1.265 0.030 0.263 -0.236
N -4.044 -2.299 -0.141 -0.485 0.258 -0.419
N -3.614 -1.273 0.662 3.309 -0.193 1.159
N -3.557 -1.469 2.022 0.405 1.477 -1.938
C -2.548 -0.670 2.353 -0.119 -0.583 -0.298
N -1.942 -0.103 1.273 -1.331 -0.787 -0.737
N -2.599 -0.516 0.182 -1.808 -0.305 2.022
H -4.190 -1.946 -1.086 -0.275 -0.118 0.198
H -4.866 -2.732 0.260 -0.265 0.000 0.012
H -2.213 -0.563 3.377 -0.163 0.101 -0.204
```
Positions in Å, forces in eV/Å.

The value obtained for the HOMO-LUMO gap (alpha / beta) is 5.4 / 3.5 eV. As for the energy relative to the best compared isomer or geometry (same formula, charge and spin): 52.5 kcal/mol. The calculation puts the HOMO energy (alpha / beta) at -16.20 / -16.14 eV. Its charge is +3. For the total energy, the calculation gives -94273.154 eV. The spin multiplicity is 5.

Formally, the natural (NBO) partial charges of the atoms, in units of the elementary charge, are as follows: 0.859 0.951 0.910 0.863 0.213 -0.411 -0.390 0.215 -0.952 -0.909 -0.954 -0.930 -0.931 -0.949 -0.930 -0.927 -0.944 0.195 0.196 0.290 0.252 0.290 0.258 0.257 0.304 0.269 0.293 0.258 0.291 0.264 0.254 0.288 0.244 0.263 0.283 0.244 0.283 0.278 0.269 0.254 0.288 0.252 0.273 0.286 0.265 0.256 0.393 -0.232 -0.229 -0.075 -0.223 -0.166 -0.585 0.225 0.235 0.249 0.253 0.262 0.246 -0.569 0.181 -0.163 0.155 -0.469 -0.042 0.404 0.426 0.244